Record 1
163
Properties=species:S:1:pos:R:3:lowdin_charge:R:1 method="wB97M-V/def2-TZVPD" multiplicity=1 max_force_ha_per_bohr=0.0480 e_lumo_ev=0.0 total_charge=0
Y -0.106 -0.022 0.260 1.15
C 2.875 4.740 1.225 -0.02
N 2.308 3.677 0.421 -0.04
C 1.659 2.580 0.887 -0.44
N 1.303 1.794 -0.118 -0.05
C 1.719 2.404 -1.273 -0.19
C 2.354 3.586 -0.944 -0.11
C 2.954 4.604 -1.816 -0.18
C 2.212 5.140 -2.867 -0.02
C 2.785 6.060 -3.728 -0.07
C 4.103 6.457 -3.549 -0.08
C 4.846 5.932 -2.504 -0.08
C 4.276 5.010 -1.640 -0.04
C 1.504 1.875 -2.628 -0.18
C 2.491 2.046 -3.602 -0.05
C 2.278 1.633 -4.905 -0.07
C 1.077 1.033 -5.257 -0.09
C 0.108 0.824 -4.291 -0.07
C 0.318 1.235 -2.986 -0.11
P 1.377 2.332 2.680 1.18
C -0.399 2.014 2.818 -0.48
N -1.154 1.003 2.392 0.06
C -2.446 1.291 2.785 -0.16
C -2.442 2.519 3.444 -0.12
N -1.150 2.938 3.474 -0.06
C -0.686 4.191 4.039 -0.02
C -3.526 3.377 3.950 -0.21
C -3.668 3.627 5.312 -0.04
C -4.689 4.449 5.766 -0.08
C -5.563 5.035 4.863 -0.08
C -5.406 4.811 3.502 -0.06
C -4.394 3.986 3.044 -0.01
C -3.661 0.566 2.466 -0.11
C -4.856 0.872 3.037 -0.05
C -6.117 0.631 2.411 -0.12
C -6.336 0.671 1.065 -0.11
C -5.484 0.980 -0.043 -0.04
C -4.134 0.853 -0.347 -0.34
C 2.060 0.655 2.749 -0.43
N 1.942 -0.296 1.835 0.10
C 2.865 -1.262 2.167 -0.15
C 3.524 -0.878 3.322 -0.12
N 3.012 0.342 3.666 -0.05
C 3.417 1.150 4.798 -0.03
C 4.532 -1.612 4.096 -0.18
C 4.319 -2.962 4.374 -0.02
C 5.280 -3.695 5.048 -0.06
C 6.461 -3.090 5.451 -0.08
C 6.685 -1.750 5.173 -0.08
C 5.723 -1.011 4.503 -0.04
C 3.276 -2.396 1.321 -0.18
C 4.650 -2.590 1.131 -0.05
C 5.113 -3.611 0.324 -0.08
C 4.209 -4.454 -0.308 -0.08
C 2.851 -4.259 -0.134 -0.08
C 2.377 -3.235 0.675 -0.06
H 2.242 4.928 2.088 0.06
H 3.871 4.466 1.577 0.10
H 2.946 5.647 0.631 0.10
H 1.187 4.822 -3.007 0.12
H 2.204 6.469 -4.544 0.11
H 4.554 7.165 -4.232 0.10
H 5.876 6.233 -2.364 0.10
H 4.869 4.573 -0.846 0.12
H 3.438 2.494 -3.331 0.12
H 3.057 1.770 -5.644 0.10
H 0.904 0.720 -6.279 0.11
H -0.814 0.319 -4.541 0.09
H -0.471 1.078 -2.255 0.04
H -1.517 4.889 4.086 0.10
H -0.289 4.043 5.044 0.10
H 0.092 4.611 3.406 0.06
H -2.998 3.152 6.018 0.12
H -4.806 4.630 6.827 0.10
H -6.371 5.658 5.224 0.10
H -6.079 5.283 2.797 0.11
H -4.267 3.791 1.985 0.13
H -4.885 1.388 3.990 0.11
H -6.989 0.575 3.054 0.09
H -7.386 0.645 0.780 0.10
H -5.997 1.524 -0.827 0.10
H -2.318 -0.049 -0.083 0.03
H 3.657 0.503 5.639 0.10
H 4.294 1.751 4.556 0.09
H 2.607 1.819 5.075 0.06
H 3.398 -3.427 4.047 0.13
H 5.108 -4.744 5.251 0.11
H 7.216 -3.667 5.970 0.10
H 7.616 -1.281 5.465 0.10
H 5.915 0.024 4.251 0.11
H 5.354 -1.917 1.601 0.12
H 6.178 -3.743 0.177 0.10
H 4.565 -5.252 -0.948 0.11
H 2.151 -4.893 -0.655 0.07
H 1.313 -3.079 0.795 0.07
N -2.400 2.953 -2.667 0.07
C -2.669 2.323 -1.483 -0.87
S -1.540 2.637 -0.194 0.65
N -3.729 1.598 -1.424 0.07
N -3.296 -0.131 0.142 0.11
C -3.658 -0.590 1.470 -0.20
C -2.957 -1.770 2.128 -0.08
C -3.735 -2.455 3.060 -0.03
C -3.254 -3.528 3.788 -0.10
C -1.938 -3.927 3.603 -0.10
C -1.144 -3.253 2.699 -0.02
C -1.631 -2.178 1.934 -0.32
O -0.837 -1.631 1.035 -0.32
H -1.769 3.732 -2.626 0.06
H -3.134 2.970 -3.356 0.10
H -4.692 -0.903 1.365 0.13
H -4.758 -2.129 3.215 0.12
H -3.900 -4.055 4.479 0.10
H -1.539 -4.777 4.143 0.10
H -0.116 -3.554 2.532 0.10
C -3.333 -1.046 -4.444 -0.03
C -2.813 -2.308 -3.767 -0.61
C -2.421 -3.310 -4.854 -0.03
C -3.896 -2.903 -2.869 -0.01
O -1.671 -1.934 -2.965 -0.15
Si -0.457 -2.890 -2.395 -0.06
S 0.955 -1.512 -1.627 0.46
O -1.034 -3.948 -1.295 -0.12
C -1.307 -5.353 -1.216 -0.61
C -1.674 -5.950 -2.576 -0.03
C -2.479 -5.538 -0.256 -0.01
C -0.076 -6.072 -0.666 -0.02
O 0.197 -3.787 -3.596 -0.17
C 1.368 -3.774 -4.407 -0.64
C 1.528 -2.433 -5.116 -0.03
C 1.188 -4.895 -5.431 -0.03
C 2.596 -4.050 -3.539 -0.04
H -4.215 -1.289 -5.039 0.09
H -2.573 -0.630 -5.107 0.07
H -3.606 -0.299 -3.706 0.07
H -3.298 -3.567 -5.450 0.09
H -2.008 -4.217 -4.422 0.05
H -1.668 -2.872 -5.513 0.08
H -4.740 -3.250 -3.467 0.09
H -4.247 -2.158 -2.158 0.09
H -3.493 -3.741 -2.304 0.05
H -2.642 -5.577 -2.912 0.08
H -1.732 -7.036 -2.497 0.09
H -0.921 -5.684 -3.315 0.06
H -3.317 -4.908 -0.555 0.08
H -2.192 -5.247 0.748 0.07
H -2.798 -6.581 -0.252 0.09
H 0.713 -6.096 -1.420 0.08
H -0.334 -7.095 -0.390 0.09
H 0.284 -5.549 0.220 0.08
H 0.689 -2.256 -5.792 0.08
H 2.453 -2.425 -5.695 0.09
H 1.562 -1.636 -4.376 0.04
H 0.306 -4.708 -6.045 0.08
H 1.059 -5.853 -4.925 0.08
H 2.065 -4.952 -6.076 0.09
H 2.697 -3.261 -2.796 0.04
H 3.495 -4.086 -4.155 0.09
H 2.477 -5.006 -3.025 0.08
N 4.117 0.184 -0.949 0.06
H 4.712 -0.631 -0.842 0.00
H 3.939 0.273 -1.945 0.00
H 3.220 -0.079 -0.548 -0.05

=====

Record 2
246
Properties=species:S:1:pos:R:3:lowdin_charge:R:1 method="wB97M-V/def2-TZVPD" multiplicity=1 max_force_ha_per_bohr=0.0702 e_lumo_ev=-7.9 total_charge=+4
C 1.005 20.784 19.463 -0.04
C 1.086 22.054 20.373 -0.16
N 1.328 23.352 19.632 -0.23
C 2.704 23.242 19.062 0.02
C 0.266 23.537 18.477 -0.11
C -1.143 23.210 18.921 -0.04
C 1.212 24.467 20.761 -0.03
C 2.120 25.681 20.516 -0.17
O 1.715 26.328 19.277 -0.21
C 2.542 27.465 18.970 -0.08
H 1.464 20.808 18.475 0.07
H 0.008 20.387 19.306 0.06
H 1.579 19.978 19.982 0.10
H 1.945 21.962 21.047 0.10
H 0.136 22.279 20.879 0.12
H 3.384 23.267 19.954 0.12
H 2.901 24.032 18.400 0.09
H 2.785 22.301 18.587 0.08
H 0.618 22.969 17.631 0.12
H 0.419 24.565 18.167 0.12
H -1.300 22.124 18.891 0.07
H -1.894 23.585 18.258 0.09
H -1.198 23.663 19.879 0.06
H 1.344 23.990 21.736 0.10
H 0.185 24.684 20.723 0.10
H 3.182 25.470 20.535 0.12
H 1.949 26.419 21.252 0.11
H 3.598 27.259 19.322 0.10
H 2.129 28.400 19.418 0.10
H 2.602 27.580 17.891 0.09
C 7.849 21.224 25.553 -0.05
C 7.860 19.908 26.250 -0.14
N 6.431 19.321 26.496 -0.26
C 6.596 18.180 27.424 0.02
C 5.540 20.466 26.929 -0.14
C 5.906 21.174 28.287 -0.03
C 5.933 18.805 25.179 -0.08
C 4.472 18.406 25.074 -0.21
O 4.066 17.634 26.148 -0.21
C 2.736 17.276 26.117 -0.10
H 7.459 21.989 26.129 0.04
H 7.118 21.202 24.732 0.07
H 8.821 21.422 25.126 0.11
H 8.354 19.809 27.224 0.13
H 8.349 19.147 25.671 0.12
H 5.740 17.496 27.346 0.11
H 6.826 18.601 28.426 0.11
H 7.433 17.616 27.037 0.11
H 4.554 20.026 27.079 0.12
H 5.478 21.212 26.118 0.10
H 6.995 21.518 28.241 0.10
H 5.701 20.459 29.127 0.07
H 5.302 22.066 28.476 0.07
H 6.598 17.935 24.971 0.15
H 6.084 19.597 24.405 0.13
H 4.324 17.749 24.189 0.15
H 3.875 19.318 24.931 0.12
H 2.381 16.959 25.142 0.10
H 2.088 18.110 26.446 0.08
H 2.578 16.510 26.817 0.08
C -5.550 21.838 28.183 -0.05
C -5.408 21.601 29.679 -0.12
N -4.168 22.428 30.198 -0.25
C -2.942 21.815 29.645 -0.03
C -4.210 23.881 29.773 -0.16
C -5.483 24.525 30.254 -0.02
C -4.247 22.209 31.721 -0.08
C -3.216 22.984 32.505 -0.10
O -3.948 24.153 33.150 -0.20
C -3.172 25.291 33.339 -0.15
H -6.346 21.090 27.964 0.11
H -4.642 21.487 27.715 0.06
H -5.910 22.778 27.789 0.09
H -5.078 20.570 29.991 0.15
H -6.290 21.925 30.242 0.13
H -2.991 21.693 28.573 0.07
H -2.824 20.796 29.930 0.08
H -1.997 22.449 29.817 0.14
H -4.014 23.756 28.742 0.11
H -3.342 24.391 30.108 0.08
H -5.582 24.407 31.330 0.07
H -6.326 24.008 29.749 0.09
H -5.619 25.594 30.165 0.09
H -4.221 21.142 31.897 0.13
H -5.220 22.417 32.123 0.13
H -2.397 23.434 31.948 0.09
H -2.746 22.481 33.371 0.14
H -2.405 25.544 32.609 0.08
H -2.707 25.451 34.347 0.09
H -3.945 26.072 33.267 0.09
C 1.351 25.979 25.397 -0.02
C 1.888 24.620 25.987 -0.09
N 0.733 23.738 26.596 -0.25
C -0.010 24.490 27.676 0.03
C -0.230 23.325 25.563 -0.13
C 0.422 22.305 24.571 -0.04
C 1.342 22.469 27.152 -0.09
C 1.988 22.628 28.531 -0.20
O 3.126 23.438 28.584 -0.21
C 3.265 24.503 29.540 -0.05
H 0.786 25.831 24.452 0.08
H 2.241 26.576 25.262 0.08
H 0.653 26.500 26.080 0.07
H 2.597 24.711 26.790 0.11
H 2.316 23.998 25.238 0.07
H -0.685 25.166 27.156 0.08
H 0.710 25.030 28.281 0.10
H -0.564 23.838 28.269 0.08
H -0.562 24.267 25.038 0.14
H -1.090 22.866 26.127 0.15
H -0.284 22.328 23.770 0.07
H 0.543 21.289 24.902 0.07
H 1.362 22.475 24.023 0.05
H 2.162 22.334 26.422 0.11
H 0.601 21.643 27.224 0.10
H 2.330 21.622 28.870 0.12
H 1.168 22.877 29.239 0.12
H 2.221 24.742 29.893 0.07
H 3.810 25.297 29.048 0.09
H 3.874 24.191 30.409 0.07
C 7.286 19.318 34.868 -0.06
C 5.911 19.581 34.389 -0.16
N 5.682 21.040 33.897 -0.23
C 6.179 22.124 34.906 0.04
C 6.448 21.257 32.572 -0.15
C 6.234 22.656 32.070 -0.06
C 4.189 21.350 33.654 -0.10
C 3.379 20.339 32.904 -0.21
O 3.718 20.237 31.517 -0.21
C 2.730 19.599 30.723 -0.09
H 7.546 19.893 35.719 0.08
H 8.020 19.171 34.067 0.10
H 7.213 18.358 35.362 0.10
H 5.201 19.461 35.205 0.14
H 5.555 18.993 33.505 0.14
H 7.197 22.293 34.660 0.09
H 6.170 21.786 35.953 0.12
H 5.598 23.011 34.663 0.10
H 6.087 20.531 31.892 0.10
H 7.545 20.994 32.765 0.16
H 6.903 22.839 31.245 0.09
H 6.479 23.433 32.790 0.09
H 5.267 22.890 31.612 0.07
H 4.135 22.288 33.056 0.11
H 3.724 21.495 34.646 0.15
H 2.331 20.683 33.025 0.13
H 3.421 19.292 33.289 0.14
H 3.156 19.484 29.758 0.07
H 1.780 20.153 30.683 0.09
H 2.462 18.590 31.195 0.12
C -3.788 28.059 37.293 0.03
N -2.782 28.435 36.235 -0.06
C -3.311 28.687 35.013 -0.01
C -2.521 28.805 33.915 0.06
C -1.121 28.502 34.074 -0.10
C -0.606 28.311 35.323 0.03
C -1.471 28.216 36.380 0.02
C -0.197 28.634 32.916 -0.11
C 1.083 29.218 32.974 0.05
C 1.758 29.476 31.806 0.00
N 1.266 29.039 30.639 -0.05
C 0.015 28.506 30.550 0.03
C -0.773 28.398 31.659 0.04
C 2.083 29.327 29.404 0.07
H -3.913 28.892 37.963 0.10
H -3.528 27.216 37.925 0.10
H -4.780 27.697 36.877 0.13
H -4.415 28.828 35.008 0.16
H -2.962 29.081 32.980 0.13
H 0.484 28.105 35.440 0.15
H -1.215 27.917 37.394 0.16
H 1.499 29.506 33.875 0.11
H 2.672 30.112 31.853 0.17
H -0.278 28.231 29.554 0.09
H -1.757 28.132 31.534 0.08
H 3.105 29.041 29.640 0.11
H 1.786 30.282 29.005 0.11
H 1.771 28.557 28.725 0.09
C -8.328 15.995 16.976 0.04
N -7.417 16.091 18.144 -0.08
C -7.226 17.262 18.785 0.03
C -6.351 17.386 19.845 0.05
C -5.760 16.259 20.388 -0.10
C -5.938 15.086 19.653 0.03
C -6.702 14.996 18.531 0.02
C -4.803 16.311 21.545 -0.14
C -3.492 15.876 21.392 0.06
C -2.608 15.929 22.481 0.05
N -3.040 16.448 23.679 -0.07
C -4.305 16.889 23.764 0.01
C -5.190 16.889 22.708 0.04
C -2.119 16.677 24.788 0.02
H -7.889 15.446 16.108 0.13
H -8.678 17.004 16.673 0.12
H -9.129 15.369 17.289 0.10
H -7.759 18.120 18.372 0.16
H -6.157 18.388 20.203 0.12
H -5.382 14.190 19.998 0.15
H -6.850 14.091 17.957 0.15
H -3.118 15.440 20.482 0.14
H -1.548 15.715 22.448 0.15
H -4.612 17.352 24.637 0.13
H -6.096 17.356 22.983 0.14
H -1.488 17.518 24.477 0.11
H -1.606 15.778 25.074 0.10
H -2.681 16.967 25.709 0.11
C 5.210 23.774 24.156 -0.74
F 6.142 23.357 25.022 0.12
F 4.488 24.586 24.826 0.17
F 5.755 24.501 23.198 0.16
S 4.224 22.420 23.496 0.54
O 5.186 21.451 22.953 -0.30
O 3.610 21.909 24.744 -0.35
O 3.295 23.116 22.601 -0.32
C -1.408 18.265 28.945 -0.65
F -2.380 18.634 29.807 0.10
F -0.289 18.178 29.602 0.16
F -1.867 17.024 28.542 0.08
S -1.187 19.417 27.532 0.48
O -0.772 20.611 28.272 -0.35
O -0.132 18.810 26.655 -0.33
O -2.503 19.473 27.016 -0.29
C -4.687 20.938 22.247 -0.68
F -5.477 20.134 23.014 0.08
F -5.461 21.538 21.350 0.15
F -4.194 21.846 23.067 0.15
S -3.407 19.884 21.511 0.45
O -2.564 20.843 20.844 -0.30
O -2.895 19.089 22.590 -0.29
O -4.127 19.154 20.493 -0.32
C -3.498 28.728 28.459 -0.69
F -2.819 29.539 29.227 0.15
F -4.736 28.499 28.921 0.13
F -3.539 29.346 27.264 0.13
S -2.601 27.146 28.312 0.46
O -1.268 27.579 28.101 -0.33
O -2.844 26.519 29.610 -0.33
O -3.152 26.379 27.196 -0.31
C 1.190 23.707 33.047 -0.63
F 2.031 22.978 32.219 0.07
F -0.102 23.438 32.728 0.10
F 1.377 23.352 34.286 0.16
S 1.590 25.510 32.868 0.49
O 2.988 25.425 33.181 -0.31
O 1.185 25.834 31.500 -0.32
O 0.858 26.209 33.947 -0.32

=====

Ordered gap between HOMO and LUMO results: 6.18, 7.05; unit eV.